{"formula": "C33H64F3O31Rb2", "method": "ωB97M-V/def2-TZVPD", "symbols": ["Rb", "Rb", "F", "F", "F", "O", "O", "O", "O", "O", "O", "O", "O", "O", "O", "O", "O", "O", "O", "O", "O", "O", "O", "O", "O", "O", "O", "O", "O", "O", "O", "O", "O", "O", "O", "O", "C", "C", "C", "C", "C", "C", "C", "C", "C", "C", "C", "C", "C", "C", "C", "C", "C", "C", "C", "C", "C", "C", "C", "C", "C", "C", "C", "C", "C", "C", "C", "C", "C", "H", "H", "H", "H", "H", "H", "H", "H", "H", "H", "H", "H", "H", "H", "H", "H", "H", "H", "H", "H", "H", "H", "H", "H", "H", "H", "H", "H", "H", "H", "H", "H", "H", "H", "H", "H", "H", "H", "H", "H", "H", "H", "H", "H", "H", "H", "H", "H", "H", "H", "H", "H", "H", "H", "H", "H", "H", "H", "H", "H", "H", "H", "H", "H"], "positions_angstrom": [[-21.42693, 16.56296, 8.35964], [-20.52680, 18.13270, 4.74705], [-17.72966, 20.80610, 6.13989], [-17.96641, 21.69514, 8.07606], [-16.75296, 19.88559, 7.83280], [-14.21009, 20.87025, 2.62324], [-23.10015, 17.74112, 2.98484], [-14.59505, 25.99923, 8.75441], [-19.96461, 23.13031, 11.35975], [-19.11180, 18.33549, 7.79612], [-24.29095, 26.72374, 1.94790], [-19.64455, 21.29572, 12.43798], [-26.12929, 22.07153, 5.68865], [-22.24122, 18.20219, 11.07889], [-18.91758, 22.13928, 1.90942], [-25.35641, 24.07325, 6.38627], [-12.65756, 15.91672, 6.92261], [-24.20417, 18.65447, 10.06984], [-25.07761, 24.89853, 3.01259], [-19.44672, 20.26970, 3.03884], [-14.35206, 26.34312, 4.53716], [-20.16594, 20.05608, 6.81597], [-23.14027, 16.54126, 5.90158], [-22.95230, 25.64099, 3.23144], [-14.69673, 20.18131, 4.71748], [-15.13176, 18.86022, 3.08803], [-20.94196, 21.38032, 1.77718], [-24.26179, 17.50119, 11.85946], [-15.34765, 24.66240, 3.43836], [-14.17690, 16.64871, 8.25145], [-12.78042, 18.14066, 7.30124], [-24.86878, 22.15227, 7.42525], [-21.36436, 21.41235, 10.97176], [-15.44795, 24.18301, 9.51335], [-16.84878, 25.84334, 8.92067], [-15.81952, 25.16933, 5.58567], [-14.98751, 18.40293, 1.76195], [-14.70571, 27.31204, 8.18623], [-20.41422, 21.88362, 11.52981], [-23.59677, 19.14659, 8.84910], [-14.76333, 17.65681, 9.06154], [-24.19480, 25.67325, 2.77459], [-19.14550, 19.66850, 7.75799], [-23.86110, 22.76106, 8.25594], [-16.44562, 23.47296, 10.23788], [-22.65249, 24.58414, 4.13541], [-13.67421, 26.72892, 3.37647], [-24.17400, 17.15279, 5.22428], [-16.77152, 24.10728, 5.69495], [-15.21366, 25.33797, 4.42787], [-26.69904, 22.56662, 4.47324], [-25.43976, 22.87759, 6.47067], [-14.26797, 21.42260, 5.25784], [-23.91812, 18.12380, 4.01554], [-23.44042, 18.09842, 10.99865], [-20.84695, 21.28616, 7.00301], [-23.62486, 16.95953, 13.00516], [-25.54477, 26.97104, 1.36711], [-15.74374, 25.39952, 9.03608], [-20.53469, 23.83690, 10.24843], [-17.55486, 21.97293, 2.31548], [-19.84347, 19.85508, 12.60593], [-17.87446, 20.48329, 7.43913], [-13.16323, 17.02014, 7.47573], [-21.94089, 20.36805, 2.04039], [-19.74822, 21.17615, 2.30008], [-11.44632, 16.06350, 6.21821], [-14.62565, 20.05598, 3.40385], [-21.72883, 21.39180, 5.77726], [-21.62008, 23.88362, 10.32537], [-15.04989, 27.26993, 7.15369], [-12.93853, 25.97746, 3.07407], [-14.09237, 17.79029, 1.62777], [-21.55296, 21.16043, 7.82734], [-16.86412, 23.54244, 4.77120], [-23.13417, 23.20112, 7.57736], [-21.54691, 19.35540, 2.03774], [-22.68818, 20.41983, 1.25326], [-20.10111, 24.83025, 10.28570], [-17.09171, 21.10457, 1.85147], [-15.82746, 17.42248, 9.12908], [-15.83276, 17.74799, 1.55116], [-27.55035, 21.92341, 4.27989], [-14.39210, 17.58332, 10.08649], [-16.32168, 22.41462, 10.01435], [-22.47039, 22.19436, 5.84242], [-20.26904, 23.32631, 9.32214], [-16.23359, 23.57060, 11.30385], [-14.68391, 18.67655, 8.69994], [-24.21838, 19.92784, 8.43170], [-22.56734, 23.62559, 3.61413], [-24.96664, 18.20859, 3.61481], [-17.45505, 23.77499, 9.98277], [-15.37937, 27.91135, 8.79368], [-24.80259, 17.80572, 5.89509], [-20.84685, 19.63281, 12.95523], [-22.46954, 20.52449, 2.98103], [-21.21855, 21.38919, 4.81445], [-19.52207, 19.96807, 8.76251], [-22.64931, 19.60557, 9.14772], [-24.41085, 16.46683, 13.57450], [-23.36464, 21.95221, 8.77992], [-23.22327, 17.74144, 13.65354], [-11.51138, 16.80089, 5.41385], [-17.75214, 24.58887, 5.74676], [-13.69061, 27.69822, 8.18870], [-22.83459, 16.25218, 12.76441], [-10.62667, 16.34921, 6.87925], [-22.40542, 20.52677, 5.70892], [-23.44553, 24.46434, 4.87253], [-17.50122, 21.84865, 3.39900], [-14.59896, 22.26580, 4.65001], [-14.98257, 19.20949, 1.03094], [-21.69701, 24.79138, 4.60545], [-13.15295, 27.66341, 3.55827], [-19.15270, 19.60555, 13.40533], [-23.66463, 19.16281, 4.38342], [-14.72321, 21.48848, 6.24310], [-23.44523, 18.29922, 8.19390], [-27.03568, 23.60263, 4.48698], [-24.40882, 23.43383, 8.90928], [-11.19837, 15.12180, 5.73416], [-26.04877, 26.04932, 1.03841], [-14.32640, 26.85151, 2.50937], [-25.93779, 22.50825, 3.69848], [-16.57045, 23.53452, 6.59050], [-17.04846, 22.89148, 2.03837], [-25.39472, 27.44989, 0.39747], [-20.19006, 22.15937, 6.98905], [-26.23835, 27.51429, 2.00369], [-19.59325, 19.47116, 11.62276], [-13.18345, 21.46430, 5.35753], [-24.90323, 16.38686, 4.88607]], "forces_ev_per_angstrom": [[0.0, 0.2, -0.7], [-0.8, -0.3, -0.2], [0.1, -0.2, -0.1], [0.4, -0.1, 0.2], [0.2, 0.2, 0.2], [0.2, 0.1, -0.1], [0.7, 0.3, 0.7], [0.1, 0.2, -0.3], [0.2, 0.1, -0.1], [0.9, 0.3, -0.8], [0.4, 0.3, 0.2], [-0.1, -0.3, 0.4], [-0.2, -0.2, 0.2], [0.2, -0.8, 0.1], [0.1, 0.1, -0.3], [0.2, 0.6, -0.2], [-0.2, -0.5, 0.1], [-0.6, -0.2, -0.2], [-0.1, -0.2, 0.2], [0.2, -0.3, 0.1], [-0.3, 0.6, 0.9], [0.4, 0.7, -0.2], [1.0, 0.7, 0.7], [0.2, 0.3, 0.0], [-0.1, -0.2, 0.1], [0.1, -0.2, 0.4], [0.0, 0.2, -0.1], [0.3, -0.2, 0.2], [-0.2, 0.2, -0.1], [0.2, 0.0, -0.1], [0.4, 0.3, -0.1], [0.3, -1.2, 0.2], [-0.3, -0.4, -0.3], [0.4, 0.2, -0.2], [-0.4, 0.5, -0.2], [0.2, 0.2, 0.4], [-0.2, -0.4, -0.8], [0.1, -0.1, -0.1], [0.1, 0.4, 0.2], [1.0, 0.2, 1.1], [-1.2, 0.1, 0.8], [0.0, 0.0, -0.3], [-2.0, -2.1, 1.4], [-0.8, -0.1, -0.9], [0.0, -0.6, 0.3], [-0.2, -1.0, 0.2], [0.7, -0.2, -1.4], [-0.1, 0.1, 0.4], [-1.2, 0.6, -0.6], [0.3, -0.8, -0.6], [0.1, 0.2, -0.3], [-0.1, 0.2, 0.2], [0.0, 0.5, 0.3], [-0.2, -0.8, -1.2], [-0.5, 1.3, -0.7], [-0.6, -0.8, -1.5], [-0.2, -0.1, 0.8], [-1.0, -0.9, -1.4], [0.1, -0.8, 0.5], [-0.1, -0.2, 0.0], [0.0, 0.2, 0.5], [0.2, 1.4, -0.1], [-0.5, 0.2, -0.3], [-0.3, 0.0, 0.1], [-0.6, -0.6, 0.0], [-0.4, -0.1, 0.1], [0.7, 0.4, -0.7], [-0.1, -0.1, -0.2], [-1.4, -0.5, -0.4], [0.0, 0.0, 0.1], [-0.2, -0.1, 0.1], [0.0, 0.0, 0.2], [0.2, 0.2, 0.3], [0.6, 0.6, 0.6], [0.7, -0.4, 0.2], [0.0, 0.6, 0.4], [0.1, 0.1, 0.1], [0.2, 0.2, -0.1], [0.0, 0.0, -0.1], [-0.1, 0.0, -0.1], [0.1, 0.0, -0.2], [-0.1, 0.1, 0.2], [0.1, -0.2, -0.2], [0.4, 0.0, -0.2], [0.0, 0.1, -0.3], [0.4, 0.4, -0.1], [0.0, 0.1, 0.0], [-0.2, 0.3, 0.0], [0.4, -0.2, -0.3], [-0.4, -0.3, -0.1], [0.0, 0.2, -0.2], [-0.1, 0.4, 0.3], [0.0, 0.2, 0.0], [0.0, 0.1, -0.1], [0.0, 0.0, 0.1], [-0.2, 0.0, -0.4], [0.3, 0.1, 0.1], [0.3, 0.4, 0.2], [0.4, 1.1, 0.0], [0.1, -0.1, -0.3], [0.0, -0.1, -0.2], [-0.2, 0.0, 0.3], [0.1, 0.1, -0.2], [-0.2, 0.1, 0.2], [0.1, 0.0, 0.5], [0.0, 0.1, 0.1], [0.0, 0.0, -0.2], [-0.1, 0.0, 0.1], [0.3, -0.2, 0.2], [0.0, 0.2, 0.1], [0.0, -0.1, 0.0], [0.0, -0.1, -0.1], [0.0, 0.1, 0.2], [0.0, 0.3, 0.0], [-0.1, 0.0, 0.3], [0.2, -0.2, -0.3], [0.0, -0.1, 0.4], [0.0, -0.1, 0.0], [-0.3, 0.1, -0.6], [0.2, 0.0, 0.6], [0.6, 0.4, 0.2], [-0.3, -0.2, 0.3], [0.2, -0.1, 0.6], [-0.3, 0.0, 0.2], [-0.1, -0.2, -0.1], [0.1, -0.2, -0.1], [0.1, 0.0, -0.1], [0.3, 0.6, 0.4], [0.1, -0.1, 0.8], [0.2, 0.2, 0.2], [-0.2, -0.9, 0.3], [0.0, -0.2, -0.1], [0.1, 0.0, -0.4]], "e_tot_ha": -3976.07231, "total_charge": -1, "max_force_ev_per_a": 3.2}